No. 1
Entry from the Open Molecules 2025 dataset: C9H36BeN18O9 as an isolated structure (ωB97M-V with the def2-TZVPD basis set).

The geometry in XYZ format:
```
73
Properties=species:S:1:pos:R:3:lowdin_charge:R:1
H 0.431 -11.029 1.612 0.103
H 3.587 -16.768 -3.361 0.109
H 7.059 -12.901 -3.938 0.102
H 7.329 -16.269 -3.217 0.104
H 0.645 -10.907 -1.030 0.078
O 3.637 -11.623 -2.326 0.008
N 1.041 -14.116 2.783 0.186
O 4.067 -12.870 2.157 0.004
H 1.220 -10.964 -3.132 0.082
H 5.100 -18.021 1.097 0.104
N -0.158 -11.496 -1.177 0.166
O 6.206 -13.653 -1.838 -0.008
H 6.739 -16.042 -1.574 0.063
H 8.152 -10.611 -1.480 0.107
H 5.029 -14.667 3.689 0.106
O 1.259 -13.237 -1.571 0.002
C 2.334 -10.620 1.140 -0.636
C 4.544 -12.781 3.282 -0.643
O 3.377 -14.599 -2.330 0.020
C 1.067 -14.597 1.512 -0.635
O 5.360 -11.306 -0.125 -0.008
C 6.250 -10.644 -0.641 -0.651
N 3.388 -9.861 1.538 0.180
H 3.455 -14.137 -5.461 0.111
H 7.126 -17.014 0.861 0.115
H 3.276 -9.208 2.291 0.109
H -1.863 -13.058 -1.977 0.103
C 3.346 -10.794 -3.182 -0.649
N 1.177 -10.394 1.833 0.189
H 7.542 -14.367 -4.687 0.108
H 6.794 -8.863 -1.511 0.101
C 0.127 -12.770 -1.583 -0.647
H 4.747 -11.511 4.913 0.107
O 4.742 -15.074 0.204 0.010
N 7.017 -15.680 -2.467 0.182
C 6.730 -14.361 -2.693 -0.661
N 4.256 -10.051 -3.865 0.183
H 7.081 -15.215 0.912 0.125
O 2.372 -11.377 0.173 -0.005
H -0.849 -14.390 -2.405 0.111
N 4.258 -11.693 4.057 0.172
H -0.919 -15.241 1.693 0.102
N 4.684 -17.290 0.546 0.181
H -1.099 -11.176 -1.047 0.109
Be 3.538 -13.242 -0.620 0.897
N -0.942 -13.439 -2.100 0.176
H 3.561 -11.110 3.630 0.075
N 6.686 -16.121 0.730 0.179
H 0.242 -14.325 3.351 0.106
H 3.953 -9.182 -4.271 0.111
H 5.153 -8.993 -0.824 0.102
O 2.027 -14.484 0.767 0.014
N 6.100 -9.310 -0.944 0.168
N 7.206 -13.896 -3.869 0.173
H 4.296 -10.190 1.230 0.080
H 5.209 -10.107 -3.549 0.099
H 5.658 -13.562 4.811 0.099
N -0.140 -15.081 1.077 0.171
N 5.347 -13.728 3.868 0.164
H 7.617 -12.132 -0.936 0.093
H 3.686 -17.260 0.442 0.110
H 3.392 -12.864 -4.307 0.076
H -0.121 -15.669 0.261 0.109
H 3.232 -16.302 -4.995 0.104
N 3.375 -13.847 -4.504 0.209
H 1.917 -13.785 3.149 0.092
C 5.351 -16.098 0.480 -0.658
N 3.301 -16.069 -4.022 0.174
N 7.462 -11.139 -0.978 0.182
C 3.321 -14.787 -3.538 -0.618
N 2.051 -10.595 -3.556 0.197
H 1.913 -9.985 -4.345 0.110
H 1.150 -9.677 2.533 0.107
```

Results
Energy above the lowest of the compared OMol25 structures with the same formula, charge and spin, kJ/mol: 0.00
Highest occupied orbital energy, eV: -14.147
M, g mol⁻¹: 549.516
Lowest unoccupied orbital energy, Ha: -0.145
Net charge: +2

No. 2
Entry from the Open Molecules 2025 dataset: C18H28CoN as an isolated structure (ωB97M-V with the def2-TZVPD basis set).

The geometry in XYZ format:
```
48
Properties=species:S:1:pos:R:3:lowdin_spin:R:1
C 1.535 -2.806 0.105 0.036
C -0.920 0.550 4.368 0.009
H 1.437 -2.807 1.194 0.005
H -1.160 0.617 5.428 0.000
H -3.012 0.455 -1.582 0.002
H -0.945 2.386 -1.278 0.005
C 1.971 -1.170 -2.556 0.012
N -0.227 0.476 1.659 0.095
H -0.144 3.086 0.136 0.000
C -1.413 1.029 2.047 0.017
C -2.918 -0.518 -1.095 0.029
H -2.035 1.479 1.263 0.001
C 0.497 3.924 -1.727 0.022
H -0.993 -0.400 -4.228 0.014
H 2.069 -0.213 -3.067 0.002
C -0.801 0.212 -3.335 0.032
H -2.704 1.551 3.649 0.000
H 0.065 0.842 -3.551 0.005
C -1.537 -2.565 0.912 0.023
C 0.600 -0.063 2.592 0.012
H 0.983 -0.480 4.633 0.000
C -0.861 -1.852 -0.201 0.190
H -0.312 4.640 -1.797 0.003
C -1.765 1.071 3.402 0.004
C 0.033 2.731 -0.895 0.048
H 1.482 -3.845 -0.237 0.017
H -2.359 -1.970 1.312 0.002
C -1.498 -0.958 -1.120 0.166
C -0.530 -0.588 -2.119 0.180
H 2.536 -2.442 -0.117 0.002
H 1.545 0.278 0.070 0.004
H -1.673 0.853 -3.172 0.001
H 1.713 1.526 -1.728 0.009
H 1.296 4.461 -1.222 0.001
C 0.268 -0.045 3.952 0.002
H -0.864 -2.729 1.756 0.002
H -1.937 -3.539 0.601 0.011
H 0.832 3.687 -2.735 0.001
H 2.850 -1.340 -1.930 0.000
H 1.816 2.151 -0.109 0.017
C 0.513 -1.956 -0.558 0.207
Co 0.145 0.192 -0.287 2.542
H -3.274 -0.374 -0.068 0.003
C 1.114 1.653 -0.810 0.103
H 1.973 -1.945 -3.331 0.006
H -3.582 -1.233 -1.603 0.013
C 0.729 -1.182 -1.747 0.142
H 1.562 -0.452 2.234 0.001
```

Results
Spin multiplicity: 5
Highest occupied orbital energy (spin up / spin down), eV: -14.861 / -16.693
M, g mol⁻¹: 317.362
⟨S²⟩: 6.02
Lowest unoccupied orbital energy (spin up / spin down), Ha: -0.248 / -0.349
Net charge: +2

no.,largest force on an atom (eV Å⁻¹)
1,1.93
2,5.42